No. 1
A molecular structure, C22H18N4RhS3, computed with ωB97M-V with the def2-TZVPD basis set.

Output
Electronic energy   -64576.0428 eV
Energy above the lowest of the compared OMol25 structures with the same formula, charge and spin   0.0 kcal/mol
Kohn-Sham gap   5.866 eV

The geometry in ORCA input format:
```
! RIJCOSX wB97M-V def2-TZVPD def2/J DEFGRID3
* xyz 1 1
Rh 0.065 0.420 -0.210
S -1.947 -0.577 -0.223
C -2.881 0.278 0.986
C -4.118 -0.215 1.413
C -4.846 0.484 2.351
C -4.345 1.675 2.888
C -3.122 2.161 2.483
C -2.384 1.468 1.516
S -0.862 2.112 0.942
H -4.493 -1.143 0.998
H -5.805 0.105 2.679
H -4.917 2.215 3.630
H -2.724 3.078 2.898
C 2.898 4.227 -3.247
C 3.905 3.717 -2.432
C 3.608 2.783 -1.461
C 2.286 2.361 -1.315
C 1.276 2.862 -2.126
C 1.587 3.803 -3.094
N 1.916 1.400 -0.338
N 2.795 1.054 0.479
C 2.352 0.086 1.390
C 3.207 -0.358 2.381
C 2.738 -1.294 3.285
C 1.432 -1.747 3.171
C 0.630 -1.264 2.152
N 1.092 -0.372 1.270
H 3.141 4.961 -4.004
H 4.926 4.051 -2.561
H 4.380 2.375 -0.825
H 0.254 2.534 -1.985
H 0.805 4.204 -3.724
H 4.208 0.045 2.423
H 3.379 -1.658 4.076
H 1.024 -2.463 3.868
H -0.398 -1.572 2.025
S 0.994 -1.093 -1.912
C -0.053 -2.462 -1.805
N -1.096 -2.534 -2.661
C -1.994 -3.539 -2.697
C -1.871 -4.585 -1.829
C -0.806 -4.570 -0.922
C 0.091 -3.526 -0.909
H -1.203 -1.744 -3.288
H -2.780 -3.452 -3.431
H -2.584 -5.395 -1.855
H -0.684 -5.391 -0.227
H 0.924 -3.502 -0.222
*
```

---

No. 2
C2H4OS2 in the gas phase in a non-equilibrium geometry, computed with ωB97M-V with the def2-TZVPD basis set.

Output
SMILES   O=C(S)CS
Electronic energy   -25854.6428 eV
Energy above the lowest of the compared OMol25 structures with the same formula, charge and spin   42.7 kcal/mol
Kohn-Sham gap   9.546 eV

The geometry in ORCA input format:
```
! RIJCOSX wB97M-V def2-TZVPD def2/J DEFGRID3
* xyz 0 1
O -0.407 1.739 -0.164
C -0.645 0.609 -0.296
S -2.372 0.050 -0.262
C 0.411 -0.407 0.187
S 2.010 0.121 -0.423
H -1.978 -1.254 -0.855
H 0.390 -1.656 -0.180
H 0.446 -0.503 1.371
H 2.144 1.301 0.622
*
```

---

No. 3
2 unconnected molecules or ions with the total composition C7H12 in a non-equilibrium geometry, computed with ωB97M-V with the def2-TZVPD basis set.

Output
SMILES   C[C@@H]1[C@H]2C[C@@H]3[C@H]2[C@H]13.[H][H]
Electronic energy   -7447.4509 eV
Energy above the lowest of the compared OMol25 structures with the same formula, charge and spin   137.9 kcal/mol
Kohn-Sham gap   10.139 eV

The geometry in ORCA input format:
```
! RIJCOSX wB97M-V def2-TZVPD def2/J DEFGRID3
* xyz 0 1
C 1.945 -0.363 -0.782
C 0.519 0.348 -0.629
C 0.298 0.572 0.847
C -0.972 1.444 1.042
C -1.749 0.180 0.881
C -0.581 -0.738 0.954
C -1.047 -0.343 -0.407
H 2.271 -0.617 -1.802
H 2.088 -1.261 -0.167
H 2.717 0.349 -0.415
H 0.550 1.173 -1.350
H 1.148 0.759 1.493
H -1.198 2.153 0.230
H -1.011 1.926 2.009
H -2.730 -0.064 1.311
H -0.406 -1.710 1.395
H -1.610 -0.471 -1.289
H 0.188 -1.457 -1.725
H -0.419 -1.879 -1.598
*
```

---

No. 4
7 unconnected molecules or ions with the total composition C51H88F4N9O8S4 in a non-equilibrium geometry, computed with ωB97M-V with the def2-TZVPD basis set.

Output
Electronic energy   -138276.0172 eV
⟨S²⟩   0.767
Kohn-Sham gap (spin up / spin down)   2.920 / 5.804 eV

The geometry in ORCA input format:
```
! RIJCOSX wB97M-V def2-TZVPD def2/J DEFGRID3
* xyz 4 2
C -0.408 -2.225 -10.988
N -0.977 -1.753 -9.722
C -0.432 -0.750 -8.964
C -0.938 -0.502 -7.666
C -2.066 -1.198 -7.211
C -2.715 -2.094 -8.094
C -2.180 -2.292 -9.396
C -2.575 -0.886 -5.829
C -1.765 -0.547 -4.802
C -2.232 0.053 -3.628
N -3.571 0.168 -3.464
C -4.437 -0.333 -4.343
C -3.966 -0.822 -5.553
C -3.931 0.956 -2.288
H -1.165 -2.336 -11.765
H 0.063 -3.166 -10.702
H 0.404 -1.614 -11.382
H 0.368 -0.168 -9.395
H -0.629 0.349 -7.077
H -3.616 -2.643 -7.861
H -2.499 -3.085 -10.056
H -0.713 -0.763 -4.915
H -1.690 0.534 -2.827
H -5.480 -0.231 -4.082
H -4.624 -1.322 -6.248
H -4.338 1.871 -2.719
H -3.119 1.123 -1.579
H -4.514 0.264 -1.680
C -0.594 3.816 -0.088
N -0.327 3.733 1.361
C -1.008 4.473 2.291
C -0.799 4.253 3.602
C 0.169 3.294 3.992
C 0.916 2.648 3.040
C 0.570 2.775 1.689
C 0.346 3.006 5.492
C 1.510 3.304 6.161
C 1.585 3.005 7.553
N 0.501 2.560 8.225
C -0.611 2.304 7.584
C -0.719 2.482 6.207
C 0.653 2.499 9.701
H -1.218 2.957 -0.334
H 0.378 3.814 -0.580
H -1.138 4.736 -0.301
H -1.713 5.217 1.953
H -1.326 4.815 4.359
H 1.584 1.851 3.328
H 1.104 2.262 0.903
H 2.439 3.615 5.706
H 2.500 3.107 8.118
H -1.529 2.048 8.092
H -1.721 2.440 5.807
H 1.180 3.398 10.020
H 1.170 1.575 9.960
H -0.294 2.578 10.235
C -1.786 -7.097 -5.500
C -1.550 -6.000 -4.436
C -0.125 -6.233 -3.774
N 0.141 -5.539 -2.333
C 1.604 -5.795 -1.925
C 1.877 -5.201 -0.499
C 0.962 -5.697 0.599
C -0.440 -5.665 0.215
C -0.672 -6.212 -1.191
C -0.013 -3.966 -2.491
H -1.744 -8.066 -5.001
H -1.022 -6.911 -6.254
H -2.776 -6.916 -5.919
H -2.411 -6.156 -3.787
H -1.603 -5.056 -4.980
H 0.644 -5.715 -4.346
H 0.103 -7.281 -3.579
H 1.839 -6.850 -2.058
H 2.223 -5.303 -2.675
H 2.886 -5.551 -0.284
H 1.858 -4.111 -0.488
H 1.206 -6.715 0.904
H 1.097 -5.147 1.530
H -1.087 -6.302 0.817
H -0.824 -4.646 0.267
H -0.166 -7.177 -1.152
H -1.708 -6.298 -1.516
H 0.181 -3.476 -1.537
H -1.056 -3.810 -2.768
H 0.638 -3.697 -3.323
C 9.879 4.563 -2.799
C 8.420 4.058 -2.898
C 7.656 4.331 -1.551
N 6.329 3.476 -1.567
C 6.500 2.003 -1.764
C 5.182 1.278 -1.451
C 4.708 1.531 -0.037
C 4.606 3.032 0.138
C 5.844 3.770 -0.120
C 5.425 4.067 -2.726
H 9.854 5.636 -2.985
H 10.498 3.983 -3.484
H 10.396 4.356 -1.862
H 8.403 3.001 -3.163
H 7.852 4.480 -3.727
H 7.452 5.399 -1.473
H 8.114 3.927 -0.648
H 7.222 1.668 -1.020
H 7.006 1.703 -2.681
H 5.325 0.208 -1.595
H 4.375 1.549 -2.131
H 5.434 1.230 0.719
H 3.827 0.937 0.205
H 4.281 3.122 1.175
H 3.781 3.558 -0.341
H 6.498 3.307 0.618
H 5.765 4.842 0.061
H 5.272 5.121 -2.494
H 4.452 3.580 -2.801
H 5.819 3.857 -3.721
C -5.613 -1.121 7.847
C -6.039 0.151 6.994
C -4.883 0.629 6.056
N -5.294 1.381 4.721
C -3.980 1.597 3.900
C -4.224 2.136 2.471
C -5.180 1.349 1.632
C -6.400 1.074 2.439
C -6.211 0.534 3.897
C -6.008 2.714 5.055
H -6.464 -1.678 8.239
H -4.902 -0.919 8.648
H -5.126 -1.872 7.224
H -6.374 0.970 7.630
H -6.877 -0.239 6.417
H -4.319 -0.214 5.657
H -4.200 1.262 6.624
H -3.493 0.622 3.893
H -3.400 2.290 4.510
H -3.298 2.154 1.895
H -4.523 3.184 2.496
H -4.751 0.453 1.184
H -5.560 1.943 0.801
H -7.119 0.483 1.871
H -6.942 2.013 2.554
H -5.781 -0.467 3.861
H -7.203 0.487 4.347
H -5.404 3.054 5.896
H -7.036 2.489 5.338
H -5.995 3.473 4.274
N -0.436 0.667 -0.723
S -0.967 -0.430 0.510
O -0.602 -0.041 1.907
O -1.088 -1.850 0.099
F -2.466 0.126 0.439
S 0.695 -0.130 -1.288
O 0.392 -0.867 -2.523
O 1.781 -0.580 -0.377
F 1.555 1.199 -1.846
N 3.075 -2.207 4.251
S 4.294 -2.720 3.165
O 5.480 -1.851 2.993
O 3.802 -3.533 2.048
F 4.832 -3.850 4.218
S 2.286 -1.341 3.199
O 1.193 -1.994 2.435
O 3.017 -0.191 2.571
F 1.445 -0.474 4.325
*
```